{
  "formula": "C19H38BrFN4Nb",
  "method": "ωB97M-V/def2-TZVPD",
  "gap_ev": 3.8,
  "total_charge": -1,
  "spin_multiplicity": 1,
  "e_homo_ev": -2.1,
  "fmax_ev_per_a": 4.374,
  "elements": ["F", "Nb", "C", "C", "C", "Br", "H", "H", "H", "H", "H", "H", "H", "H", "H", "H", "C", "C", "C", "C", "N", "H", "H", "H", "H", "H", "H", "H", "C", "C", "C", "C", "N", "H", "H", "H", "H", "H", "H", "H", "C", "C", "C", "C", "N", "H", "H", "H", "H", "H", "H", "H", "C", "C", "C", "C", "N", "H", "H", "H", "H", "H", "H", "H"],
  "coordinates": [[-2.226, 3.954, -1.060], [-1.930, 2.104, -1.910], [-3.743, 1.216, -0.826], [-4.969, 2.145, -0.948], [-5.899, 1.705, -2.059], [-7.553, 2.813, -1.945], [-3.009, 2.457, -3.315], [-0.559, 2.834, -2.904], [-0.728, 1.782, -0.547], [-1.486, 0.482, -2.643], [-3.982, 0.206, -1.140], [-3.482, 1.183, 0.239], [-5.554, 2.057, -0.029], [-4.724, 3.193, -1.089], [-5.495, 1.898, -3.040], [-6.171, 0.669, -1.951], [4.593, 3.024, -3.203], [3.551, 3.408, -2.159], [2.705, 2.221, -1.696], [1.968, 1.638, -2.818], [1.351, 1.184, -3.659], [4.124, 2.642, -4.110], [5.191, 3.893, -3.485], [5.271, 2.258, -2.818], [2.897, 4.179, -2.571], [4.054, 3.844, -1.292], [1.981, 2.543, -0.943], [3.339, 1.449, -1.251], [2.065, -1.533, 0.411], [2.095, -0.622, 1.635], [0.695, -0.195, 2.088], [0.016, 0.545, 1.031], [-0.522, 1.109, 0.179], [1.631, -1.028, -0.454], [3.075, -1.839, 0.136], [1.481, -2.435, 0.609], [2.691, 0.264, 1.409], [2.591, -1.142, 2.461], [0.759, 0.443, 2.966], [0.096, -1.076, 2.350], [1.904, -1.644, 7.273], [3.027, -2.007, 6.308], [3.827, -0.787, 5.839], [2.958, 0.161, 5.133], [2.271, 0.886, 4.584], [1.167, -0.993, 6.802], [1.382, -2.542, 7.604], [2.295, -1.136, 8.157], [2.605, -2.522, 5.443], [3.709, -2.707, 6.795], [4.626, -1.093, 5.163], [4.282, -0.277, 6.688], [-2.358, -4.135, -4.121], [-1.718, -3.343, -2.987], [-2.657, -3.142, -1.795], [-3.850, -2.395, -2.201], [-4.757, -1.790, -2.515], [-3.223, -3.613, -4.532], [-1.647, -4.278, -4.935], [-2.684, -5.121, -3.779], [-1.397, -2.369, -3.363], [-0.822, -3.866, -2.645], [-2.151, -2.580, -1.009], [-2.968, -4.102, -1.380]],
  "lowdin_charge": [-0.627, 0.935, -0.396, -0.457, -0.598, 0.489, -0.101, -0.175, -0.133, -0.174, -0.032, 0.001, 0.070, 0.062, 0.031, 0.034, -0.120, -0.265, -0.208, -0.318, 0.140, 0.070, 0.065, 0.069, 0.114, 0.102, 0.098, 0.105, -0.105, -0.273, -0.188, -0.066, 0.168, 0.071, 0.070, 0.073, 0.105, 0.086, 0.073, 0.116, -0.109, -0.263, -0.181, -0.213, 0.182, 0.072, 0.072, 0.076, 0.108, 0.107, 0.117, 0.119, -0.117, -0.265, -0.186, -0.241, 0.175, 0.071, 0.068, 0.069, 0.102, 0.102, 0.111, 0.112]
}



{
  "formula": "C6H9NO",
  "method": "ωB97M-V/def2-TZVPD",
  "relative_energy_kj_mol": 313.8,
  "gap_ev": 9.9,
  "total_charge": 0,
  "spin_multiplicity": 1,
  "smiles": "C=C[C@]1(C)N=C1OC",
  "e_homo_ev": -9.0,
  "fmax_ev_per_a": 3.908,
  "elements": ["C", "C", "C", "C", "N", "C", "O", "C", "H", "H", "H", "H", "H", "H", "H", "H", "H"],
  "coordinates": [[-1.589, -0.875, -1.483], [-0.711, -1.246, -0.561], [0.722, -0.567, -0.312], [1.216, 0.409, -1.339], [1.657, -1.341, 0.555], [0.922, -0.452, 1.098], [0.610, 0.142, 2.216], [-0.348, 1.202, 2.112], [-1.460, 0.013, -2.082], [-2.446, -1.486, -1.726], [-0.863, -2.164, -0.002], [1.303, -0.086, -2.307], [2.194, 0.790, -1.035], [0.526, 1.251, -1.437], [-1.293, 0.833, 1.704], [-0.477, 1.577, 3.127], [0.038, 2.002, 1.473]],
  "lowdin_charge": [-0.008, -0.087, -0.412, -0.039, 0.235, -0.390, 0.003, -0.027, 0.047, 0.049, 0.098, 0.084, 0.084, 0.075, 0.096, 0.095, 0.098]
}



{
  "formula": "C4H8IO3",
  "method": "ωB97M-V/def2-TZVPD",
  "relative_energy_kj_mol": 76.9,
  "gap_ev": 6.0,
  "total_charge": -1,
  "spin_multiplicity": 1,
  "e_homo_ev": -3.1,
  "fmax_ev_per_a": 5.226,
  "elements": ["I", "C", "C", "O", "C", "O", "O", "C", "H", "H", "H", "H", "H", "H", "H", "H"],
  "coordinates": [[3.110, -4.158, -0.912], [-1.747, 2.200, -1.085], [-0.879, 1.288, -0.236], [-0.922, -0.032, -0.713], [-0.101, -1.020, -0.282], [-0.174, -2.191, -0.737], [0.771, -0.542, 0.661], [1.523, -1.362, 1.479], [-1.444, 3.208, -0.801], [-2.833, 2.165, -0.994], [-1.461, 2.075, -2.129], [-1.253, 1.269, 0.788], [0.117, 1.728, -0.210], [1.032, -1.582, 2.427], [2.396, -0.763, 1.742], [1.864, -2.280, 1.001]],
  "lowdin_charge": [-0.757, -0.072, -0.255, 0.021, -0.475, 0.060, -0.051, -0.096, 0.070, 0.072, 0.079, 0.122, 0.123, 0.088, 0.091, -0.020]
}



{
  "formula": "C3H6O2",
  "method": "ωB97M-V/def2-TZVPD",
  "relative_energy_kj_mol": 312.7,
  "gap_ev": 10.9,
  "total_charge": 0,
  "spin_multiplicity": 1,
  "smiles": "O=C[C@@H]1CO1.[H][H]",
  "e_homo_ev": -10.2,
  "fmax_ev_per_a": 0.585,
  "elements": ["O", "C", "C", "C", "O", "H", "H", "H", "H", "H", "H"],
  "coordinates": [[1.850, -0.328, -0.107], [1.249, 0.259, 0.758], [-0.137, 0.812, 0.598], [-1.260, -0.068, 0.226], [-0.674, 0.813, -0.706], [1.701, 0.431, 1.756], [-0.354, 1.695, 1.200], [-2.261, 0.203, 0.562], [-1.081, -1.128, 0.048], [0.594, -1.030, -2.002], [0.373, -1.660, -2.332]],
  "lowdin_charge": [0.044, -0.205, -0.260, -0.105, -0.042, 0.125, 0.142, 0.115, 0.113, 0.025, 0.047]
}



{
  "formula": "C34H29LuN6O2S4",
  "method": "ωB97M-V/def2-TZVPD",
  "relative_energy_kj_mol": 69.9,
  "gap_ev": 7.3,
  "total_charge": 0,
  "spin_multiplicity": 1,
  "e_homo_ev": -7.2,
  "fmax_ev_per_a": 1.697,
  "elements": ["Lu", "C", "C", "C", "C", "C", "C", "C", "N", "N", "C", "C", "C", "C", "C", "C", "N", "C", "C", "C", "C", "C", "C", "N", "H", "H", "H", "H", "H", "H", "H", "H", "H", "H", "H", "H", "H", "H", "H", "H", "H", "H", "H", "H", "O", "C", "O", "C", "C", "C", "C", "C", "C", "S", "H", "H", "H", "H", "S", "C", "S", "C", "N", "N", "C", "C", "C", "C", "C", "C", "S", "H", "H", "H", "H", "H"],
  "coordinates": [[-0.377, -0.543, -0.518], [-2.879, 1.201, -2.324], [-1.998, 2.428, -2.470], [-0.528, 2.238, -2.712], [0.037, 2.604, -3.921], [1.410, 2.514, -4.078], [2.180, 2.138, -2.995], [1.539, 1.814, -1.811], [0.209, 1.796, -1.682], [-2.740, 0.417, -1.071], [-3.004, 1.261, 0.117], [-2.955, 0.424, 1.371], [-3.805, 0.644, 2.442], [-3.736, -0.202, 3.538], [-2.842, -1.259, 3.519], [-2.027, -1.406, 2.410], [-2.070, -0.576, 1.370], [-3.781, -0.647, -1.128], [-3.295, -1.999, -1.565], [-3.917, -2.682, -2.595], [-3.491, -3.967, -2.894], [-2.472, -4.517, -2.142], [-1.894, -3.751, -1.142], [-2.291, -2.513, -0.847], [-2.713, 0.508, -3.153], [-3.924, 1.540, -2.385], [-2.108, 3.079, -1.598], [-2.407, 2.996, -3.309], [-0.597, 2.948, -4.726], [1.871, 2.764, -5.023], [3.257, 2.094, -3.050], [2.095, 1.557, -0.921], [-3.984, 1.752, 0.042], [-2.239, 2.037, 0.194], [-4.514, 1.460, 2.405], [-4.384, -0.046, 4.390], [-2.756, -1.947, 4.347], [-1.306, -2.214, 2.354], [-4.600, -0.314, -1.774], [-4.210, -0.772, -0.133], [-4.713, -2.209, -3.151], [-3.945, -4.524, -3.701], [-2.101, -5.514, -2.334], [-1.062, -4.137, -0.572], [1.760, -0.752, -0.813], [1.484, -1.913, -1.251], [0.615, -2.588, -0.625], [1.915, -2.299, -2.616], [3.109, -2.930, -2.914], [3.417, -3.209, -4.238], [2.524, -2.836, -5.235], [1.337, -2.192, -4.927], [1.000, -1.907, -3.604], [-0.520, -1.081, -3.196], [3.792, -3.204, -2.121], [4.341, -3.709, -4.490], [2.759, -3.045, -6.271], [0.657, -1.898, -5.715], [1.713, -0.589, 6.444], [1.674, 0.267, 5.014], [0.499, -0.126, 3.804], [1.039, 1.165, 2.800], [2.020, 1.835, 3.306], [2.375, 1.327, 4.548], [3.448, 2.037, 5.174], [4.239, 1.458, 6.156], [5.274, 2.195, 6.716], [5.527, 3.493, 6.310], [4.734, 4.055, 5.318], [3.701, 3.337, 4.746], [0.345, 1.554, 1.248], [4.057, 0.448, 6.477], [5.887, 1.732, 7.479], [6.334, 4.061, 6.753], [4.918, 5.066, 4.979], [3.093, 3.773, 3.968]],
  "lowdin_charge": [1.501, -0.202, -0.116, -0.319, -0.027, -0.045, -0.034, -0.167, -0.015, -0.208, -0.151, -0.310, -0.001, -0.037, -0.057, -0.175, -0.016, -0.123, -0.309, -0.023, -0.047, -0.040, -0.128, 0.048, 0.089, 0.123, 0.118, 0.121, 0.114, 0.111, 0.111, 0.074, 0.139, 0.084, 0.119, 0.114, 0.115, 0.115, 0.124, 0.128, 0.115, 0.112, 0.109, 0.105, -0.144, -0.665, -0.113, -0.178, -0.028, -0.094, -0.095, -0.118, -0.568, 0.629, 0.118, 0.097, 0.099, 0.096, 0.556, -1.086, 0.975, -1.074, 0.006, -0.133, -0.186, -0.043, -0.083, -0.097, -0.086, -0.025, 0.549, 0.045, 0.103, 0.099, 0.101, 0.103]
}



{
  "formula": "C6H8N2O3",
  "method": "ωB97M-V/def2-TZVPD",
  "relative_energy_kj_mol": 637.3,
  "gap_ev": 9.6,
  "total_charge": 0,
  "spin_multiplicity": 1,
  "e_homo_ev": -9.4,
  "fmax_ev_per_a": 5.790,
  "elements": ["C", "C", "C", "C", "C", "C", "H", "H", "H", "H", "H", "H", "H", "H", "N", "N", "O", "O", "O"],
  "coordinates": [[-0.361, -2.413, 0.971], [-0.476, -1.237, -0.083], [0.616, 0.672, -0.457], [-0.520, 1.680, -0.592], [0.173, 2.900, -0.541], [1.456, 2.004, -0.490], [1.827, -2.991, 1.252], [0.893, -3.075, -0.499], [-1.334, -2.972, 0.747], [-0.558, -1.783, 1.967], [-0.974, -1.532, -0.994], [-1.391, -0.643, 0.368], [-1.991, 0.613, -0.195], [0.591, 4.780, -0.586], [0.764, -3.386, 0.826], [0.816, -0.543, -0.281], [-1.921, 1.491, -0.489], [-0.238, 4.215, -0.608], [2.629, 2.221, -0.316]],
  "lowdin_charge": [-0.368, -0.266, -0.169, -0.110, -0.090, -0.255, 0.141, 0.199, 0.108, 0.135, 0.106, 0.116, 0.013, 0.154, -0.096, 0.121, 0.070, 0.088, 0.102]
}



{
  "formula": "C48H41FeN2O2",
  "method": "ωB97M-V/def2-TZVPD",
  "relative_energy_kj_mol": 0.0,
  "gap_ev": [2.8, 5.2],
  "total_charge": -1,
  "s_squared": 6.15,
  "spin_multiplicity": 5,
  "e_homo_ev": [-0.9, -3.5],
  "fmax_ev_per_a": 5.060,
  "elements": ["C", "C", "C", "C", "Fe", "C", "O", "C", "O", "C", "C", "C", "C", "C", "H", "H", "H", "H", "H", "H", "H", "H", "H", "H", "H", "H", "C", "C", "C", "C", "N", "C", "C", "C", "C", "C", "C", "C", "C", "C", "C", "C", "C", "C", "C", "C", "N", "C", "C", "C", "C", "C", "C", "C", "C", "C", "C", "C", "C", "C", "C", "C", "C", "C", "C", "H", "H", "H", "H", "H", "H", "H", "H", "H", "H", "H", "H", "H", "H", "H", "H", "H", "H", "H", "H", "H", "H", "H", "H", "H", "H", "H", "H", "H"],
  "coordinates": [[2.370, 3.442, -2.234], [3.050, 2.169, -2.646], [2.554, 0.952, -2.316], [4.285, 2.289, -3.475], [5.936, 2.052, -2.441], [5.505, 3.584, -1.432], [5.186, 4.627, -1.031], [6.811, 3.068, -3.735], [7.238, 3.937, -4.378], [5.985, 0.019, -2.649], [5.577, 0.382, -1.322], [6.605, 1.200, -0.745], [7.647, 1.361, -1.722], [7.259, 0.621, -2.904], [2.843, 4.318, -2.693], [1.311, 3.436, -2.531], [2.422, 3.583, -1.144], [3.011, 0.058, -2.742], [1.706, 0.835, -1.651], [4.366, 1.499, -4.241], [4.376, 3.291, -3.921], [5.459, -0.654, -3.321], [4.686, 0.033, -0.810], [6.625, 1.566, 0.277], [8.593, 1.867, -1.565], [7.859, 0.473, -3.796], [-3.401, 5.222, 5.621], [-2.289, 5.833, 5.031], [-1.270, 5.052, 4.491], [-1.366, 3.654, 4.537], [-0.302, 2.882, 3.989], [0.680, 2.383, 4.889], [0.403, 1.242, 5.644], [1.339, 0.799, 6.579], [2.547, 1.485, 6.736], [2.815, 2.630, 5.976], [1.879, 3.083, 5.047], [-0.395, 2.325, 2.697], [0.462, 2.796, 1.688], [0.384, 2.258, 0.421], [-0.446, 1.142, 0.136], [-0.499, 0.605, -1.184], [-1.057, -0.666, -1.497], [-1.771, -0.822, -2.715], [-2.568, -1.929, -2.929], [-2.508, -3.028, -2.046], [-3.368, -4.100, -2.227], [-3.113, -5.354, -1.604], [-3.940, -5.796, -0.567], [-3.667, -7.021, 0.045], [-2.618, -7.820, -0.419], [-1.853, -7.409, -1.516], [-2.095, -6.171, -2.109], [-4.454, -4.060, -3.158], [-4.254, -4.479, -4.478], [-5.336, -4.538, -5.359], [-6.620, -4.197, -4.924], [-6.818, -3.801, -3.598], [-5.740, -3.728, -2.715], [-1.662, -2.967, -0.912], [-0.981, -1.797, -0.622], [-1.294, 0.678, 1.186], [-1.321, 1.316, 2.416], [-2.448, 3.039, 5.162], [-3.468, 3.828, 5.701], [-4.213, 5.832, 6.022], [-2.217, 6.918, 4.979], [-0.385, 5.493, 4.028], [-0.553, 0.737, 5.493], [1.108, -0.078, 7.183], [3.275, 1.135, 7.469], [3.747, 3.180, 6.106], [2.040, 3.979, 4.445], [1.146, 3.616, 1.919], [0.964, 2.689, -0.392], [-0.313, 1.290, -2.014], [-1.756, -0.007, -3.439], [-3.263, -1.970, -3.770], [-4.771, -5.165, -0.247], [-4.284, -7.344, 0.883], [-2.410, -8.779, 0.057], [-1.065, -8.045, -1.918], [-1.526, -5.823, -2.975], [-3.249, -4.764, -4.795], [-5.170, -4.852, -6.389], [-7.465, -4.257, -5.613], [-7.816, -3.548, -3.242], [-5.876, -3.427, -1.674], [-1.611, -3.823, -0.236], [-0.390, -1.728, 0.293], [-1.969, -0.157, 1.005], [-2.042, 1.033, 3.185], [-2.471, 1.949, 5.217], [-4.320, 3.341, 6.174]],
  "lowdin_spin": [0.006, 0.038, 0.060, 0.011, 2.384, 0.071, 0.023, 0.065, 0.011, 0.050, 0.075, 0.066, 0.036, 0.067, 0.001, 0.000, 0.002, 0.005, 0.013, 0.008, 0.004, 0.004, 0.009, 0.002, 0.003, 0.004, 0.001, 0.000, 0.001, 0.004, 0.017, 0.005, 0.001, 0.000, 0.001, 0.000, 0.001, 0.090, -0.012, 0.082, 0.024, 0.396, 0.019, 0.079, -0.015, 0.077, 0.045, 0.003, 0.001, 0.000, 0.001, 0.000, 0.002, 0.003, 0.001, 0.000, 0.000, 0.000, 0.001, -0.013, 0.078, 0.084, -0.013, 0.001, 0.000, 0.000, 0.000, 0.000, 0.000, 0.000, 0.000, 0.000, 0.000, -0.002, 0.005, 0.012, 0.003, -0.003, 0.000, 0.000, 0.000, 0.000, 0.000, 0.000, 0.000, 0.000, 0.000, 0.000, -0.003, 0.002, 0.004, -0.003, 0.000, 0.000]
}



{
  "formula": "C15H30N4O2PRhSbSe4",
  "method": "ωB97M-V/def2-TZVPD",
  "relative_energy_kj_mol": 37.4,
  "gap_ev": [5.9, 5.0],
  "total_charge": -1,
  "s_squared": 6.05,
  "spin_multiplicity": 5,
  "e_homo_ev": [-3.7, -4.1],
  "fmax_ev_per_a": 1.001,
  "elements": ["Rh", "Se", "Sb", "Se", "Se", "Se", "N", "C", "O", "C", "C", "H", "H", "H", "H", "H", "H", "O", "P", "N", "C", "C", "C", "C", "N", "C", "C", "C", "C", "N", "C", "C", "C", "C", "H", "H", "H", "H", "H", "H", "H", "H", "H", "H", "H", "H", "H", "H", "H", "H", "H", "H", "H", "H", "H", "H", "H", "H"],
  "coordinates": [[0.050, -0.477, -0.832], [2.443, 1.361, -4.419], [0.557, 0.044, -3.629], [-0.507, 1.624, -1.724], [1.053, -2.514, -1.286], [-1.308, -0.149, -5.212], [-0.340, 0.732, 3.434], [0.290, 0.081, 2.400], [0.239, -1.125, 2.291], [1.067, 0.996, 1.468], [1.630, 0.346, 0.213], [-1.032, 0.192, 3.927], [-0.517, 1.718, 3.349], [1.880, 1.411, 2.079], [0.421, 1.831, 1.184], [2.335, -0.439, 0.461], [2.116, 1.092, -0.405], [-2.139, -0.070, 0.597], [-3.467, 0.100, -0.046], [-3.737, 1.642, -0.555], [-3.260, 2.723, 0.326], [-3.616, 3.974, -0.463], [-4.960, 3.592, -1.084], [-4.723, 2.148, -1.527], [-4.640, -0.227, 1.105], [-4.377, -1.356, 2.028], [-5.744, -2.019, 2.227], [-6.738, -0.901, 1.904], [-6.057, -0.195, 0.738], [-3.682, -0.939, -1.319], [-4.438, -0.744, -2.565], [-4.451, -2.152, -3.146], [-3.031, -2.662, -2.849], [-2.566, -1.853, -1.629], [-2.192, 2.619, 0.510], [-3.780, 2.707, 1.293], [-2.873, 4.124, -1.250], [-3.658, 4.867, 0.160], [-5.259, 4.231, -1.914], [-5.740, 3.626, -0.319], [-4.302, 2.121, -2.535], [-5.646, 1.568, -1.529], [-3.981, -0.972, 2.970], [-3.634, -2.047, 1.627], [-5.859, -2.416, 3.236], [-5.872, -2.842, 1.522], [-6.825, -0.217, 2.751], [-7.732, -1.265, 1.646], [-6.403, 0.833, 0.609], [-6.251, -0.747, -0.194], [-3.905, -0.071, -3.246], [-5.435, -0.351, -2.371], [-4.675, -2.152, -4.214], [-5.198, -2.755, -2.625], [-2.382, -2.444, -3.697], [-2.999, -3.733, -2.654], [-1.676, -1.266, -1.907], [-2.318, -2.466, -0.767]],
  "lowdin_spin": [1.298, 0.347, 0.229, 0.566, 1.148, 0.266, 0.000, 0.003, 0.006, 0.006, -0.007, 0.000, 0.000, 0.000, 0.001, 0.006, 0.000, 0.048, 0.009, 0.017, 0.009, 0.002, 0.000, 0.001, 0.002, 0.000, 0.000, 0.000, 0.001, 0.000, 0.000, 0.000, 0.002, 0.011, 0.006, 0.000, 0.002, 0.000, 0.000, 0.000, 0.001, 0.000, 0.000, 0.000, 0.000, 0.000, 0.000, 0.000, 0.000, 0.000, 0.000, 0.000, 0.000, 0.000, 0.000, 0.000, 0.007, 0.005]
}